[1]
Entry from the Open Molecules 2025 dataset: an isolated ion of composition C7H12N3 and charge +1 (the ωB97M-V functional and the def2-TZVPD basis).

Cartesian coordinates (Å):
C (2.08, 1.59, 0.42)
C (3.30, 1.05, 0.08)
C (1.78, -0.61, -0.11)
C (1.02, -1.89, -0.10)
C (-0.36, -1.27, 0.51)
C (-2.61, 0.54, -0.03)
C (-1.14, 0.96, -0.32)
N (1.20, 0.53, 0.23)
N (3.11, -0.34, -0.21)
N (-0.32, 0.21, 0.63)
H (1.76, 2.53, 0.52)
H (4.33, 1.53, 0.10)
H (0.89, -2.23, -1.06)
H (1.36, -2.69, 0.55)
H (-1.28, -1.55, -0.18)
H (-0.58, -1.73, 1.46)
H (-2.68, -0.54, 0.19)
H (-2.95, 0.97, 0.90)
H (-3.25, 0.87, -0.81)
H (-1.08, 0.72, -1.40)
H (-1.12, 2.08, -0.14)
H (3.93, -0.92, -0.34)

The multiplicity is 3. Its HOMO-LUMO gap (spin up / spin down) is 6.3389 / 5.7249 eV. The calculation puts the energy above the lowest of the compared OMol25 structures with the same formula, charge and spin at 2.037 eV. As for the HOMO energy (spin up / spin down): -0.3331 / -0.4884 hartree. As for the net charge: +1. The value obtained for the energy is -437.7061 a.u.


[2]
Entry from the Open Molecules 2025 dataset: an isolated ion of composition C7H12N3 and charge +1 (the ωB97M-V functional and the def2-TZVPD basis).

Cartesian coordinates (Å):
C (-1.20, -0.62, -1.68)
C (-0.13, -1.11, -2.51)
C (-0.98, -0.33, -0.34)
C (0.28, 0.34, 2.48)
C (0.02, -1.01, 0.43)
C (1.68, -0.30, -1.22)
C (-1.84, 0.80, 0.12)
N (1.07, -0.88, -2.17)
N (0.50, -0.71, 1.74)
N (2.22, 1.00, -1.18)
H (-2.19, -0.70, -2.14)
H (-0.28, -1.72, -3.42)
H (0.58, 0.30, 3.52)
H (-0.34, 1.18, 2.12)
H (0.14, -1.90, 0.01)
H (2.06, -1.06, -0.59)
H (-2.39, 0.65, 1.06)
H (-2.58, 0.99, -0.69)
H (-1.10, 1.72, 0.02)
H (2.93, 1.09, -0.47)
H (1.10, -1.43, 2.13)
H (2.01, 1.84, -1.81)

The multiplicity is 3. Its HOMO-LUMO gap (spin up / spin down) is 6.0945 / 7.6929 eV. The calculation puts the energy above the lowest of the compared OMol25 structures with the same formula, charge and spin at 0.544 eV. As for the HOMO energy (spin up / spin down): -0.3556 / -0.4920 hartree. As for the net charge: +1. The value obtained for the energy is -437.7610 a.u.


[3]
Entry from the Open Molecules 2025 dataset: a 2-piece molecular cluster, C7H12N3O2 overall (the ωB97M-V functional and the def2-TZVPD basis).

Cartesian coordinates (Å):
C (0.33, -0.41, -1.81)
C (0.04, 0.20, -0.58)
C (1.25, -3.61, -3.18)
C (0.72, 1.73, 2.78)
C (-1.43, 2.13, 1.77)
C (0.38, 1.43, 0.27)
C (-0.21, 1.33, 1.62)
N (-1.11, -1.68, -0.76)
N (-0.41, -1.52, -1.79)
N (0.04, -3.32, -2.83)
O (2.32, -3.20, -3.39)
O (-0.82, -0.62, 0.02)
H (1.04, -0.15, -2.61)
H (0.77, -4.66, -3.54)
H (0.06, 1.83, 3.63)
H (1.33, 2.56, 2.57)
H (1.32, 0.92, 2.98)
H (-2.23, 1.81, 1.05)
H (-1.91, 1.94, 2.80)
H (-1.55, 3.19, 1.73)
H (1.41, 1.34, 0.29)
H (0.00, 2.34, -0.25)
H (-0.59, 0.29, 1.72)
H (-0.74, -3.88, -2.52)

The multiplicity is 3. Its HOMO-LUMO gap (spin up / spin down) is 7.1163 / 3.9953 eV. The calculation puts the energy above the lowest of the compared OMol25 structures with the same formula, charge and spin at 5.390 eV. As for the HOMO energy (spin up / spin down): -0.4473 / -0.5031 hartree. As for the net charge: +1. The value obtained for the energy is -588.0793 a.u.


[4]
Entry from the Open Molecules 2025 dataset: an isolated ion of composition C7H12N3O3 and charge +1 (the ωB97M-V functional and the def2-TZVPD basis).

Cartesian coordinates (Å):
C (-3.30, 0.89, -1.89)
C (-2.41, -0.36, -2.23)
O (-1.69, -0.90, -1.16)
C (-0.64, -0.21, -0.77)
O (-0.38, 0.93, -1.39)
C (0.38, -0.77, 0.09)
C (0.33, -2.23, 0.62)
N (1.25, 0.14, 0.68)
C (2.11, -0.27, 1.70)
C (2.74, 0.94, 1.99)
N (3.86, 1.17, 2.74)
O (2.22, 1.96, 1.16)
N (1.24, 1.46, 0.43)
H (-2.89, 1.86, -2.18)
H (-4.17, 0.76, -2.53)
H (-3.74, 0.79, -0.92)
H (-1.79, -0.17, -3.06)
H (-3.10, -1.15, -2.50)
H (-1.19, 1.54, -1.68)
H (-0.42, -2.28, 1.34)
H (1.29, -2.60, 1.13)
H (0.12, -2.99, -0.10)
H (2.03, -1.33, 2.12)
H (4.05, 0.59, 3.60)
H (4.10, 2.21, 2.80)

The multiplicity is 1. Its HOMO-LUMO gap is 8.1058 eV. The calculation puts the energy above the lowest of the compared OMol25 structures with the same formula, charge and spin at 4.822 eV. As for the HOMO energy: -0.4377 hartree. The SMILES is CCO/C(O)=C(\C)[n+]1cc(N)on1. As for the net charge: +1. The value obtained for the energy is -663.5282 a.u.


[5]
Entry from the Open Molecules 2025 dataset: C7H12N3P3 as an isolated structure (the ωB97M-V functional and the def2-TZVPD basis).

Cartesian coordinates (Å):
C (1.55, -0.17, -1.90)
C (0.30, 0.26, -1.78)
C (2.05, 1.03, 0.08)
C (0.58, 1.30, 0.44)
C (0.79, -1.03, 0.18)
C (2.02, -0.41, -0.53)
C (-0.12, 0.17, -0.32)
N (-3.98, 1.36, -0.04)
N (-3.85, -1.24, 0.60)
N (-1.53, 0.15, 0.05)
P (-2.43, 1.62, -0.01)
P (-4.71, -0.08, -0.43)
P (-2.42, -1.33, -0.30)
H (2.07, -0.22, -2.78)
H (-0.35, 0.58, -2.52)
H (2.38, 1.68, -0.60)
H (2.57, 1.08, 1.05)
H (0.25, 1.35, 1.42)
H (0.31, 2.22, 0.09)
H (0.61, -1.95, -0.30)
H (0.78, -1.14, 1.35)
H (2.85, -1.09, -0.54)
H (-3.91, -1.03, 1.63)
H (-5.82, 0.08, 0.46)
H (-1.74, -2.04, 0.53)

The multiplicity is 1. Its HOMO-LUMO gap is 8.1595 eV. The calculation puts the energy above the lowest of the compared OMol25 structures with the same formula, charge and spin at 0.002 eV. As for the HOMO energy: -0.2989 hartree. The value obtained for the energy is -1462.2007 a.u.


[6]
Entry from the Open Molecules 2025 dataset: a 2-piece molecular cluster, C7H12N4O overall (the ωB97M-V functional and the def2-TZVPD basis).

Cartesian coordinates (Å):
C (-2.56, -1.87, -0.36)
C (-1.81, -1.20, 0.51)
C (-0.70, -0.25, 0.14)
C (-0.95, 1.15, 0.66)
C (-1.72, 2.11, -0.16)
N (-0.28, 2.29, 0.05)
H (-3.36, -2.53, -0.03)
H (-2.41, -1.78, -1.43)
H (-1.99, -1.32, 1.58)
H (-0.61, -0.22, -0.94)
H (0.18, -0.59, 0.57)
H (-1.01, 1.23, 1.74)
H (-2.07, 1.76, -1.14)
H (-2.35, 2.86, 0.32)
H (0.24, 2.01, -0.77)
O (1.19, -2.01, -0.13)
N (2.01, -0.93, -0.07)
C (2.83, -0.60, 0.92)
N (3.46, 0.52, 0.61)
C (2.95, 0.82, -0.61)
N (2.05, -0.04, -1.07)
H (0.72, -1.90, -1.03)
H (2.94, -1.20, 1.82)
H (3.24, 1.70, -1.18)

The multiplicity is 1. Its HOMO-LUMO gap is 10.0536 eV. The calculation puts the energy above the lowest of the compared OMol25 structures with the same formula, charge and spin at 4.053 eV. As for the HOMO energy: -0.3428 hartree. The SMILES is C=CC[C@@H]1CN1.On1cncn1. The value obtained for the energy is -568.0364 a.u.


[7]
Entry from the Open Molecules 2025 dataset: a 2-piece molecular cluster, C7H12N4OS overall (the ωB97M-V functional and the def2-TZVPD basis).

Cartesian coordinates (Å):
C (-0.20, 2.11, -3.01)
C (-0.88, -0.30, -2.52)
C (-0.82, 2.10, -4.19)
C (-1.52, -0.45, -3.68)
C (-0.53, 1.10, -1.97)
C (1.32, -0.34, 3.84)
C (0.50, -0.33, 1.52)
N (-0.28, 1.33, -0.83)
N (0.36, -0.31, 2.85)
N (1.43, -1.78, 4.49)
N (-0.45, -0.35, 0.71)
O (-1.96, 0.61, -6.12)
S (-2.09, 0.93, -4.74)
H (0.55, 2.86, -2.79)
H (-0.56, -1.22, -1.86)
H (-0.43, 2.80, -4.95)
H (-1.77, -1.29, -4.29)
H (2.41, -0.40, 3.53)
H (1.13, 0.18, 4.82)
H (1.56, -0.44, 1.09)
H (1.82, -1.63, 5.47)
H (-0.67, -0.39, 3.04)
H (2.11, -2.43, 3.86)
H (0.38, -2.15, 4.67)
H (-1.41, -0.22, 1.07)

The multiplicity is 1. Its HOMO-LUMO gap (spin up / spin down) is 5.6610 / 5.6603 eV. The calculation puts the energy above the lowest of the compared OMol25 structures with the same formula, charge and spin at 1.880 eV. As for the HOMO energy (spin up / spin down): -0.5523 / -0.5523 hartree. As for the net charge: +2. The value obtained for the energy is -965.5079 a.u.


[8]
Entry from the Open Molecules 2025 dataset: an isolated ion of composition C7H12N5 and charge +1 (the ωB97M-V functional and the def2-TZVPD basis).

Cartesian coordinates (Å):
C (-0.92, 1.42, 0.17)
C (0.14, -0.03, -1.09)
C (-0.47, -0.66, -0.07)
C (0.39, -2.93, 0.17)
C (2.21, -1.42, -0.16)
C (-2.24, -0.01, 1.67)
C (0.39, 2.37, -1.69)
N (1.65, -2.53, 0.25)
N (-1.18, 0.24, 0.68)
N (-0.12, 1.31, -0.92)
N (-0.64, -2.06, 0.15)
N (3.03, -0.92, 0.74)
H (-1.43, 2.43, 0.40)
H (0.21, -4.00, 0.35)
H (1.98, -0.97, -1.21)
H (-3.19, 0.50, 1.53)
H (-2.37, -1.09, 1.69)
H (-1.82, 0.30, 2.65)
H (1.20, 2.90, -1.15)
H (0.91, 1.95, -2.57)
H (-0.29, 3.10, -1.93)
H (-1.62, -2.47, 0.15)
H (2.90, -1.35, 1.64)
H (3.68, -0.15, 0.62)

The multiplicity is 1. Its HOMO-LUMO gap is 8.6952 eV. The calculation puts the energy above the lowest of the compared OMol25 structures with the same formula, charge and spin at 1.667 eV. As for the HOMO energy: -0.4324 hartree. As for the net charge: +1. The value obtained for the energy is -547.3929 a.u.


[9]
Entry from the Open Molecules 2025 dataset: an isolated ion of composition C7H12N5 and charge +1 (the ωB97M-V functional and the def2-TZVPD basis).

Cartesian coordinates (Å):
N (3.72, -0.95, 1.58)
C (2.78, -1.33, 1.04)
C (1.51, -1.57, 0.42)
C (0.88, -0.34, -0.32)
N (1.63, 0.09, -1.52)
C (0.71, 0.08, -2.67)
N (-0.68, 0.08, -2.13)
C (-0.53, -0.30, -0.91)
C (-1.67, -0.43, 0.20)
N (-1.45, 0.79, 0.99)
C (0.01, 0.84, 1.64)
N (0.91, 0.81, 0.61)
H (1.51, -2.33, -0.43)
H (0.69, -1.88, 1.19)
H (2.44, -0.49, -1.63)
H (0.89, -0.65, -3.42)
H (0.70, 1.09, -3.22)
H (-2.58, -0.58, -0.36)
H (-1.38, -1.34, 0.58)
H (-1.46, 1.65, 0.44)
H (-2.27, 1.01, 1.70)
H (0.06, -0.14, 2.24)
H (0.05, 1.71, 2.19)
H (1.42, 1.71, 0.23)

The multiplicity is 1. Its HOMO-LUMO gap is 9.8572 eV. The calculation puts the energy above the lowest of the compared OMol25 structures with the same formula, charge and spin at 2.177 eV. As for the HOMO energy: -0.4907 hartree. The SMILES is N#CC[C@@]12NCN=C1C[NH2+]CN2. As for the net charge: +1. The value obtained for the energy is -547.3742 a.u.


[10]
Entry from the Open Molecules 2025 dataset: an isolated ion of composition C7H12NO2 and charge +1 (the ωB97M-V functional and the def2-TZVPD basis).

Cartesian coordinates (Å):
C (-2.09, -0.65, 0.04)
C (-3.44, 1.19, -0.02)
C (0.31, 0.09, 0.71)
C (1.47, -0.70, 0.11)
C (0.19, 1.40, -0.18)
C (2.87, -0.16, 0.30)
C (1.13, -1.85, -0.64)
N (-2.34, 0.65, -0.33)
O (-2.69, -1.64, -0.15)
O (-0.87, -0.68, 0.79)
H (-3.61, 2.23, -0.14)
H (-4.44, 0.67, 0.31)
H (0.41, 0.52, 1.79)
H (-0.26, 2.13, 0.49)
H (-0.43, 1.25, -0.98)
H (1.23, 1.70, -0.63)
H (3.06, 0.43, -0.54)
H (3.46, -1.08, 0.52)
H (2.87, 0.69, 0.95)
H (0.98, -2.58, 0.13)
H (1.87, -2.11, -1.25)
H (0.31, -1.49, -1.28)

The multiplicity is 1. Its HOMO-LUMO gap is 7.8731 eV. The calculation puts the energy above the lowest of the compared OMol25 structures with the same formula, charge and spin at 4.701 eV. As for the HOMO energy: -0.5101 hartree. As for the net charge: +1. The value obtained for the energy is -478.7596 a.u.